Here is a structure of composition C20H33Br3O11S from the Open Molecules 2025 dataset. Energies are from the ωB97M-V functional and the def2-TZVPD basis.

Last column: Löwdin charge in e.
CARTESIAN COORDINATES (ANGSTROEM)
O  -0.095  4.808  -2.960  0.094
C  -0.719  5.019  -1.958  -0.538
O  -0.079  5.137  -0.771  -0.009
C  -1.009  5.236  0.302  -0.148
C  -2.370  5.589  -0.346  -0.138
C  -2.229  5.092  -1.794  -0.071
H  -0.763  6.107  0.909  0.123
H  -1.036  4.305  0.864  0.115
H  -2.620  6.646  -0.328  0.111
H  -3.137  5.026  0.188  0.098
H  -2.546  5.763  -2.586  0.129
H  -2.446  4.027  -1.886  0.075
O  -6.178  -0.286  -1.036  0.146
C  -5.715  0.228  -0.071  -0.461
O  -6.501  0.848  0.876  0.016
C  -5.728  1.664  1.758  -0.161
C  -4.270  1.544  1.337  -0.153
C  -4.276  0.421  0.294  -0.087
H  -5.878  1.420  2.809  0.121
H  -6.128  2.670  1.609  0.122
H  -3.658  1.342  2.217  0.104
H  -3.831  2.445  0.904  0.099
H  -3.721  -0.392  0.760  0.098
H  -3.650  0.613  -0.577  0.066
O  -3.921  -5.092  -0.703  0.120
C  -3.021  -4.443  -0.241  -0.484
O  -1.955  -4.099  -1.002  0.037
C  -1.148  -3.139  -0.276  -0.144
C  -1.812  -2.940  1.068  -0.178
C  -2.704  -4.129  1.207  -0.092
H  -1.019  -2.171  -0.754  0.112
H  -0.199  -3.642  -0.099  0.121
H  -2.481  -2.080  1.097  0.087
H  -1.086  -2.909  1.880  0.118
H  -3.610  -4.104  1.812  0.128
H  -2.255  -5.054  1.591  0.135
O  1.814  -2.017  -0.851  0.081
C  2.421  -2.319  -1.846  -0.463
O  1.753  -2.632  -2.974  0.049
C  2.670  -2.930  -4.045  -0.127
C  4.081  -2.981  -3.404  -0.138
C  3.907  -2.399  -2.024  -0.081
H  2.667  -2.186  -4.844  0.121
H  2.368  -3.846  -4.549  0.122
H  4.889  -2.574  -4.010  0.114
H  4.382  -4.031  -3.330  0.112
H  4.311  -1.395  -1.866  0.109
H  4.344  -2.918  -1.170  0.134
O  4.538  0.057  -0.109  -0.325
S  4.540  0.965  1.026  0.608
O  4.332  2.392  0.953  -0.318
O  3.459  0.397  2.123  -0.289
C  3.069  -1.000  2.030  -0.284
C  3.108  -1.529  3.444  -0.065
C  5.984  0.545  2.042  -0.101
H  3.666  -1.604  1.342  0.103
H  2.096  -1.027  1.545  0.063
H  2.785  -2.559  3.582  0.080
H  2.433  -0.883  4.018  0.081
H  4.043  -1.372  3.984  0.075
H  5.964  1.183  2.914  0.074
H  6.861  0.607  1.390  0.070
H  5.941  -0.542  2.109  0.064
C  0.313  0.900  -0.749  -1.460
Br  -0.273  0.665  1.102  0.612
Br  1.801  2.168  -0.966  0.692
Br  -1.212  1.444  -1.897  0.638
H  0.737  -0.045  -1.066  -0.066

Atoms 1-6, force components in eV/Å:
O -0.35 0.24 0.05
C 0.88 -0.28 -0.42
O -0.09 0.02 0.21
C -0.76 1.28 -0.46
C -0.47 -1.11 -0.34
C 1.70 0.13 0.76

Net charge   0
HOMO   -9.91 eV
2S+1   1
Strongest force on any atom   2.218 eV Å⁻¹
Relative energy (zero: lowest compared OMol25 entry of this formula, charge and spin)   87.6 kJ/mol



Here is the molecule C4H3ClO2 from the Open Molecules 2025 dataset. Energies are from the ωB97M-V functional and the def2-TZVPD basis.

Last column: Löwdin charge in e.
CARTESIAN COORDINATES (ANGSTROEM)
C  0.459  1.239  -0.091  -0.079
C  0.566  0.084  0.795  -0.069
C  0.183  1.062  -1.366  -0.068
C  -0.372  -1.004  0.638  -0.823
O  -1.249  -1.159  -0.198  -0.007
O  -0.493  0.294  -2.068  0.107
Cl  -0.016  -2.244  1.814  0.694
H  0.759  2.099  0.313  0.061
H  1.188  0.063  1.609  0.054
H  -1.025  -0.435  -1.446  0.130

Atoms 1-6, force components in eV/Å:
C -0.40 -4.06 2.64
C -3.12 0.44 -3.25
C -0.37 -0.26 -1.77
C 2.52 1.25 0.29
O -0.73 0.03 -0.67
O -0.49 -1.11 -0.32

Net charge   0
HOMO (spin up / spin down)   -8.82 / -8.47 eV
2S+1   1
Strongest force on any atom   4.861 eV Å⁻¹
Relative energy (zero: lowest compared OMol25 entry of this formula, charge and spin)   309.6 kJ/mol



Here is a structure of composition C5H9NO from the Open Molecules 2025 dataset. Energies are from the ωB97M-V functional and the def2-TZVPD basis.

Last column: Löwdin charge in e.
CARTESIAN COORDINATES (ANGSTROEM)
C  1.343  -0.245  1.026  -0.062
C  0.325  0.695  0.353  -0.429
C  -1.031  -0.031  0.410  -0.188
C  -1.030  -1.077  -0.710  0.053
O  0.369  -0.899  -2.017  -0.245
C  0.223  2.114  0.710  -0.185
N  0.122  3.259  0.854  0.137
H  1.693  -0.991  -0.114  0.207
H  0.876  -0.446  2.066  0.101
H  2.312  0.171  1.308  0.048
H  0.631  0.651  -0.691  0.098
H  -1.198  -0.431  1.431  0.117
H  -1.895  0.618  0.217  0.122
H  -1.513  -0.756  -1.581  0.054
H  -1.315  -2.088  -0.346  0.115
H  0.087  -0.542  -2.915  0.058

Atoms 1-6, force components in eV/Å:
C 0.72 -0.42 -1.45
C 0.21 0.05 -0.31
C 0.26 0.09 -0.49
C 0.61 0.29 -1.20
O -0.66 -0.51 1.50
C 0.14 0.88 0.26

Net charge   0
HOMO   -10.58 eV
2S+1   1
Strongest force on any atom   4.764 eV Å⁻¹
Relative energy (zero: lowest compared OMol25 entry of this formula, charge and spin)   552.1 kJ/mol